The following is a quantum chemistry calculation of an isolated molecule of C3H6N2O2 in a non-equilibrium geometry, from the Open Molecules 2025 dataset.

The geometry in XYZ format:
```
13
Properties=species:S:1:pos:R:3:forces:R:3:mulliken_charge:R:1
O -0.1703 1.7591 0.1228 -1.00 1.16 -0.32 -0.5807
O 0.8892 -1.2274 0.9955 1.55 0.38 -0.31 -0.4106
N -0.8556 -0.4469 0.2843 -4.52 -2.37 -0.89 -0.1769
N 1.1894 -0.0714 0.5541 -0.20 -1.05 0.75 0.3388
C -2.2740 -0.5112 0.0618 -0.77 0.92 -1.62 -0.7194
C -0.1304 0.5804 0.3289 3.76 1.88 0.32 0.5634
C 2.2647 0.2553 -0.4163 -5.05 0.74 -0.03 -0.7574
H -2.4496 -1.4442 -0.5168 -0.21 0.44 0.71 0.2888
H 3.1290 0.0287 0.0565 3.09 -1.25 0.35 0.3318
H -2.8832 -0.4578 0.9962 0.40 0.01 -0.83 0.2604
H 2.0780 1.3169 -0.3620 0.65 0.72 -0.69 0.3318
H 1.8226 -0.1217 -1.3773 1.52 -0.01 0.56 0.2755
H -2.6099 0.3401 -0.7277 0.79 -1.56 2.01 0.2546
```
Forces are in eV/Å.

Results
electronic energy: -10277.6534 eV
HOMO (spin up / spin down): -9.32 / -9.61 eV
multiplicity: 1
energy relative to the best compared isomer or geometry (same formula, charge and spin): 164.7 kcal per mole